1.
Here is a structure of composition C20H57N5O7Sr from the OMol25 dataset. Energies are from the ωB97M-V functional and the def2-TZVPD basis.

Each line ends with the Mulliken charge.
Geometry (Å):
Sr1 1.3546 0.4445 0.6567  1.3627
O1 1.3018 2.0654 2.4785  -0.8812
H1 1.4754 2.8931 2.9099  -0.0099
O2 2.7926 -1.3765 1.4371  -1.0266
H2 3.3575 -2.0601 1.7776  0.0168
C1 -3.1460 -0.8420 1.6750  -1.3187
C2 -2.7834 0.5979 1.3129  0.4407
C3 -3.5414 1.6032 2.1907  -1.1338
O3 -3.0595 1.5423 3.5064  -0.2810
C4 -3.5556 2.5839 4.3143  -0.8501
N1 -1.3221 0.7587 1.4398  0.2689
H3 -4.2063 -0.9742 1.4450  0.4562
H4 -3.0035 -0.9741 2.7452  0.4500
H5 -2.5169 -1.5076 1.0916  -0.0125
H6 -3.0625 0.8884 0.2953  -0.0021
H7 -4.6168 1.3734 2.1565  0.5151
H8 -3.4449 2.6238 1.7930  0.4247
H9 -3.3627 2.3304 5.3542  0.2385
H10 -4.6313 2.7077 4.1568  0.3330
H11 -3.0400 3.5272 4.1050  0.3037
H12 -1.0748 0.5517 2.4088  0.2338
H13 -1.1322 1.7604 1.3767  -0.0308
C5 -1.4124 -3.6425 3.6322  -1.5819
C6 -0.0196 -3.6200 3.0293  0.1167
C7 0.1427 -4.6812 1.9458  -0.2403
O4 0.0507 -5.9390 2.5748  -0.3941
C8 0.2753 -7.0114 1.6969  -0.7703
N2 0.2669 -2.3135 2.4439  -0.0425
H14 -1.5422 -4.6040 4.1362  0.4627
H15 -2.2195 -3.5998 2.8967  0.2486
H16 -1.5539 -2.8310 4.3462  0.3749
H17 0.6895 -3.8774 3.8261  0.3432
H18 1.1089 -4.5518 1.4487  0.5372
H19 -0.6765 -4.5663 1.2275  0.0508
H20 1.1160 -6.7960 1.0269  0.3032
H21 -0.5993 -7.2234 1.0727  0.2921
H22 0.5251 -7.8941 2.2810  0.2713
H23 1.2449 -2.2045 2.1182  -0.0581
H24 0.1703 -1.5757 3.1352  0.2266
C9 -0.6804 -3.6942 -1.9255  -1.7656
C10 -0.3242 -2.2188 -1.7663  -0.1499
C11 -1.5647 -1.3223 -1.8117  0.3466
O5 -1.9386 -1.1676 -3.1509  -0.4189
C12 -2.9362 -0.2061 -3.3512  -0.5467
N3 0.4267 -1.9730 -0.5400  1.1561
H25 -1.2340 -3.9098 -2.8435  0.4062
H26 -1.4034 -3.9450 -1.1379  0.3059
H27 0.1881 -4.3374 -1.8079  0.3984
H28 0.2598 -1.9303 -2.6502  0.4194
H29 -1.4015 -0.3735 -1.2868  -0.2182
H30 -2.3284 -1.8584 -1.2237  0.2775
H31 -3.3163 -0.2465 -4.3695  0.3388
H32 -2.5185 0.8056 -3.2351  0.0785
H33 -3.7695 -0.2798 -2.6456  0.2958
H34 -0.1073 -2.2702 0.2762  -0.9136
H35 1.3302 -2.4335 -0.5142  0.3360
C13 -1.6481 2.8184 -1.2486  -1.2809
C14 -0.1610 2.9097 -1.5385  1.4053
C15 0.1216 4.2779 -2.1549  -1.3041
O6 1.5018 4.2934 -2.5153  -0.0984
C16 1.9511 5.5215 -3.0551  -0.9144
N4 0.6849 2.6805 -0.3212  0.6655
H36 -2.2339 3.3287 -2.0110  0.5806
H37 -1.8988 3.2640 -0.2788  0.4129
H38 -1.9574 1.7809 -1.1171  -0.3951
H39 0.1256 2.1897 -2.3102  -0.3208
H40 0.0063 5.0969 -1.4336  0.3935
H41 -0.4777 4.4272 -3.0592  0.5666
H42 2.9237 5.3554 -3.5047  0.2285
H43 1.9100 6.2994 -2.2889  0.3504
H44 1.2711 5.8290 -3.8606  0.3314
H45 1.5362 3.1331 -0.6531  -0.7128
H46 0.3133 3.2976 0.4010  0.1614
C17 4.0466 -0.1988 -3.2098  -1.5557
C18 3.5227 0.2928 -1.8719  0.1558
C19 3.7991 1.7845 -1.6443  -0.3292
O7 3.5768 2.0292 -0.2439  -0.0572
C20 3.9495 3.3453 0.0974  -0.8675
N5 2.0474 0.1420 -1.8225  -0.2758
H47 5.1302 -0.0758 -3.2930  0.4436
H48 3.5366 0.3239 -4.0236  0.3378
H49 3.8902 -1.2680 -3.3751  0.3838
H50 3.9448 -0.3024 -1.0592  0.2228
H51 3.1326 2.3790 -2.2699  0.0387
H52 4.8531 1.9815 -1.8563  0.5344
H53 3.7799 3.4711 1.1686  0.2535
H54 3.2851 4.0879 -0.3574  0.1883
H55 5.0001 3.5550 -0.1110  0.3526
H56 1.9166 -0.8466 -2.0335  -0.0785
H57 1.5896 0.5707 -2.6267  0.1990

The energy above the lowest of the compared OMol25 structures with the same formula, charge and spin comes out at 0.529 eV. As for the frontier orbital gap: 0.2861 Eh.


2.
Here is a cluster of 11 separate species, C20H58FIN3O11 in total from the OMol25 dataset. Energies are from the ωB97M-V functional and the def2-TZVPD basis.

Each line ends with the Mulliken charge.
Geometry (Å):
C1 4.4094 0.6204 1.9403  -1.0852
C2 3.5353 1.9271 1.5383  0.2318
C3 3.9672 2.2859 0.0211  -0.8356
C4 2.0001 1.3959 1.4387  -0.2317
C5 0.9330 2.4317 2.0519  -0.2879
C6 0.5476 3.6429 1.0762  -0.8277
C7 -0.1372 3.1691 -0.2963  -0.0198
F1 0.7924 2.6546 -1.2604  -0.2534
N1 -1.2970 2.2551 -0.0276  -0.4247
C8 -0.9755 1.2793 1.0455  0.2262
N2 -1.2713 -0.0114 0.8483  0.0156
C9 -1.0028 -1.0843 1.8519  -0.5720
C10 0.3163 -1.8809 1.3825  0.2823
O1 0.6038 -1.9187 0.1575  -0.5229
I1 1.6355 -2.9522 2.7549  0.0966
N3 -0.3259 1.6563 2.3037  -0.2069
H1 4.2315 0.2844 3.0199  0.3194
H2 5.5065 0.7451 1.6662  0.3504
H3 4.0006 -0.2343 1.2757  0.2255
H4 3.6614 2.7927 2.2703  0.3701
H5 3.2063 2.9526 -0.5065  0.2002
H6 4.0210 1.2608 -0.5300  0.1006
H7 5.0318 2.7093 -0.0154  0.3332
H8 1.9609 0.4684 2.1310  -0.0818
H9 1.7262 1.0432 0.3782  0.1790
H10 1.3294 2.9164 3.0194  0.4748
H11 1.4174 4.3684 0.8787  0.3814
H12 -0.2603 4.2733 1.6130  0.4036
H13 -0.5776 4.1252 -0.7636  0.3100
H14 -1.3387 1.6515 -0.8803  0.2704
H15 -1.7077 -0.3261 -0.0405  0.2833
H16 -1.8755 -1.8305 1.7886  0.4153
H17 -0.9641 -0.7249 2.9292  0.4017
H18 -0.9621 2.1704 2.9317  0.3557
C11 3.8916 -1.0650 -3.4834  -0.5696
O2 4.0862 -0.2472 -2.3372  -0.3918
H19 4.7718 -0.9906 -4.1217  0.2258
H20 3.7554 -2.1048 -3.1759  0.2159
H21 3.0139 -0.7218 -4.0369  0.2716
H22 3.2956 -0.3306 -1.7897  0.1730
C12 -5.0945 2.9359 0.8106  -0.6687
O3 -4.3033 2.7010 -0.3484  -0.4439
H23 -6.1148 3.1620 0.5009  0.2279
H24 -5.0983 2.0435 1.4419  0.2999
H25 -4.6897 3.7846 1.3673  0.3167
H26 -3.4078 2.5033 -0.0470  0.4483
C13 -9.0747 1.2850 -0.3205  -0.6357
O4 -7.8815 0.5245 -0.1852  -0.4670
H27 -9.9036 0.7176 0.1027  0.2660
H28 -8.9729 2.2315 0.2177  0.2678
H29 -9.2706 1.4772 -1.3781  0.3218
H30 -7.1637 1.0495 -0.5680  0.2803
C14 3.2329 -5.9317 0.1207  -0.2114
O5 3.8388 -6.0379 1.4014  -0.4780
H31 3.3521 -6.8796 -0.4036  0.2445
H32 2.1687 -5.7134 0.2327  0.0164
H33 3.7193 -5.1378 -0.4530  0.2202
H34 3.7203 -5.1894 1.8446  0.2310
C15 -1.0488 -6.1707 0.9590  -0.5197
O6 -0.1636 -6.2130 -0.1504  -0.4845
H35 -1.0110 -7.1287 1.4776  0.2575
H36 -0.7415 -5.3757 1.6444  0.1455
H37 -2.0678 -5.9891 0.6074  0.3026
H38 -0.2159 -5.3556 -0.5913  0.2724
C16 -8.3172 0.2525 3.8646  -0.5175
O7 -8.6794 -0.3691 2.6424  -0.4621
H39 -8.9018 -0.1900 4.6715  0.2444
H40 -7.2528 0.0919 4.0597  0.2161
H41 -8.5288 1.3240 3.8111  0.2294
H42 -8.1472 0.0411 1.9438  0.3005
C17 6.9753 3.9865 -2.4008  -0.5501
O8 6.5918 2.7153 -1.8901  -0.4420
H43 7.0747 4.6849 -1.5706  0.1926
H44 7.9324 3.9011 -2.9163  0.2501
H45 6.2092 4.3515 -3.0913  0.3295
H46 6.5114 2.1180 -2.6440  0.2521
C18 -3.7952 -8.5006 -1.5038  -0.4988
O9 -3.4416 -8.8274 -0.1680  -0.4872
H47 -4.8616 -8.6811 -1.6392  0.2388
H48 -3.5801 -7.4457 -1.6953  0.2158
H49 -3.2316 -9.1278 -2.1988  0.2494
H50 -2.4955 -8.6594 -0.0749  0.2880
C19 10.7215 5.1446 -1.0737  -0.5278
O10 9.6271 5.2253 -1.9766  -0.4616
H51 10.7584 4.1387 -0.6554  0.2188
H52 11.6542 5.3492 -1.6050  0.2370
H53 10.5869 5.8674 -0.2651  0.2556
H54 9.6169 6.1231 -2.3319  0.2689
C20 -5.2377 0.5019 -3.3679  -0.5699
O11 -5.8971 1.0790 -2.2516  -0.4307
H55 -5.7349 -0.4331 -3.6259  0.2455
H56 -5.2879 1.1846 -4.2194  0.2729
H57 -4.1931 0.2982 -3.1147  0.1605
H58 -5.4367 1.9059 -2.0440  0.2697

As for the net charge: +1. As for the frontier orbital gap: 0.2524 Eh.


3.
Here is a cluster of 8 separate species, C20H58N2O8 in total from the OMol25 dataset. Energies are from the ωB97M-V functional and the def2-TZVPD basis.

Each line ends with the Mulliken charge.
Geometry (Å):
C1 -0.9567 -1.8566 2.7088  -1.3785
C2 -1.6600 -1.9791 1.3626  1.9363
C3 -0.9586 -3.0934 0.5249  -1.0001
O1 0.3052 -2.6105 0.1114  -0.0127
C4 1.1269 -3.6057 -0.4863  -1.0336
N1 -3.0631 -2.2403 1.5450  -0.5424
H1 -1.3439 -2.6955 3.2654  0.6216
H2 -1.2242 -0.9115 3.1867  0.2384
H3 0.1029 -1.8638 2.5307  -0.0728
H4 -1.4524 -1.0907 0.8162  -1.1079
H5 -1.5052 -3.4549 -0.3274  0.4853
H6 -0.7607 -3.9367 1.2580  0.3027
H7 2.0317 -3.0916 -0.7869  0.1978
H8 0.6095 -4.0965 -1.2973  0.3427
H9 1.4406 -4.2558 0.3283  0.3286
H10 -3.1642 -2.9531 2.2570  0.3272
H11 -3.4401 -2.5689 0.6908  0.3098
C5 0.8166 -2.6123 -4.7833  -1.3935
C6 -0.2461 -3.4178 -4.0663  0.5878
C7 -1.2117 -2.5615 -3.2745  -0.1415
O2 -2.1974 -3.4379 -2.6619  -0.3991
C8 -3.2630 -2.7155 -2.1494  -0.1462
N2 -1.0353 -4.0503 -5.1242  -0.7207
H12 1.6619 -3.1719 -5.1558  0.4247
H13 1.3123 -1.9890 -3.9638  0.1591
H14 0.3252 -1.9508 -5.4746  0.4322
H15 0.1891 -4.1303 -3.3665  0.1549
H16 -1.7372 -1.9067 -4.0068  0.5739
H17 -0.7012 -1.9906 -2.5222  -0.2660
H18 -3.7872 -2.1639 -2.9634  0.3900
H19 -2.9174 -2.0562 -1.3555  -0.4386
H20 -3.8977 -3.3844 -1.5220  0.3329
H21 -0.4533 -4.5853 -5.7428  0.2467
H22 -1.8021 -4.6405 -4.7549  0.2107
C9 6.1180 0.0331 0.3198  -0.9406
C10 6.0992 1.1990 1.2985  -0.2704
O3 4.7414 1.6672 1.4342  -0.5435
H23 5.4454 -0.7261 0.7543  0.1755
H24 7.1393 -0.3919 0.1465  0.3334
H25 5.5178 0.3297 -0.5467  0.2800
H26 6.7689 2.0464 1.0559  0.3378
H27 6.4376 0.9890 2.3030  0.2761
H28 4.6593 2.6089 1.2107  0.3344
C11 -6.6968 1.3855 -1.0868  -1.1321
C12 -5.2125 1.3180 -1.4065  -0.2025
O4 -4.5873 0.2571 -0.7358  -0.3444
H29 -7.1778 1.7944 -1.9508  0.3785
H30 -6.8604 1.9675 -0.1320  0.2876
H31 -7.1237 0.3660 -0.9271  0.2642
H32 -4.8255 2.2708 -1.1432  0.2426
H33 -4.9696 1.1845 -2.4892  0.2923
H34 -4.5866 0.2630 0.2061  0.2190
C13 -2.4740 2.1306 1.7408  -0.6067
C14 -1.3510 2.8179 2.5010  -0.4673
O5 -0.2528 2.8940 1.6551  -0.4049
H35 -2.1273 1.1028 1.4794  -0.1154
H36 -2.5898 2.6901 0.8186  0.2434
H37 -3.4309 2.1751 2.2759  0.4562
H38 -1.0971 2.4185 3.4610  0.2807
H39 -1.6347 3.9110 2.6285  0.2906
H40 -0.0847 2.0831 1.1651  0.3109
C15 2.3145 5.7608 0.7256  -1.2515
C16 2.8681 4.3351 0.9294  0.3872
O6 4.3071 4.2991 0.7771  -0.6479
H41 2.6215 6.0977 -0.2674  0.3265
H42 2.8919 6.5243 1.3258  0.3100
H43 1.2835 5.8444 0.9570  0.3644
H44 2.4343 3.6238 0.1867  0.0354
H45 2.5769 4.0089 1.9433  0.0909
H46 4.7227 4.8326 1.4679  0.2819
C17 -0.5702 0.8873 -1.7111  -0.8979
C18 0.7180 0.4645 -0.9808  0.0257
O7 0.3882 0.5574 0.3612  0.0568
H47 -0.8722 1.8816 -1.3742  0.3093
H48 -1.3362 0.1504 -1.5051  -0.1099
H49 -0.4635 0.8919 -2.8443  0.3854
H50 1.5490 1.1288 -1.2753  0.3921
H51 1.0252 -0.5181 -1.3666  0.0223
H52 1.1371 0.1973 0.9076  0.2019
C19 1.8250 1.2276 4.0475  -0.7401
C20 2.2628 -0.0780 3.3532  -0.1093
O8 2.3678 0.1552 1.9873  -0.5386
H53 1.0262 1.5407 3.4462  -0.1022
H54 2.6489 1.9770 3.9720  0.2232
H55 1.5744 0.9869 5.0802  0.4371
H56 1.4302 -0.7588 3.3845  0.0905
H57 3.1621 -0.4845 3.7886  0.3634
H58 3.1189 0.7506 1.8471  0.1685

The energy above the lowest of the compared OMol25 structures with the same formula, charge and spin comes out at 0.824 eV. As for the frontier orbital gap: 0.3589 Eh.


Calculated HOMO in order - -7.4 -11.6 -9.1 eV
Calculated F_max in order - 0.054 0.101 0.066 Eh/bohr